This record from the OMol25 dataset describes a structure of composition C32H34N4OSb2Se2Te2V. The level of theory is ωB97M-V with the def2-TZVPD basis set.

The multiplicity is 4. As for the expectation value of S²: 4.073. The calculation puts the energy relative to the best compared isomer or geometry (same formula, charge and spin) at 238.8 kJ/mol. Its HOMO-LUMO gap (alpha / beta) is 5.653 / 5.431 eV. Its total charge is 0. The value obtained for the HOMO energy (alpha / beta) is -0.228 / -0.257 hartree.

Geometry as XYZ:
```
78
C32H34N4OSb2Se2Te2V ωB97M-V with the def2-TZVPD basis set
V 0.87 0.17 1.48
C 3.00 -3.46 2.95
Sb 2.47 -1.41 3.25
C 4.41 -0.61 3.58
C 1.75 -1.54 5.29
C 2.49 -0.59 6.18
C 3.69 -0.99 6.77
C 4.46 -0.12 7.51
C 4.04 1.19 7.69
C 2.84 1.59 7.14
C 2.03 0.72 6.40
C 0.71 1.21 5.90
Sb 0.50 1.88 3.86
C 1.69 3.63 4.00
C -1.40 2.79 4.27
H 3.74 -3.75 3.69
H 3.41 -3.60 1.96
H 2.11 -4.08 3.06
H 5.01 -1.23 4.25
H 4.30 0.38 4.01
H 4.89 -0.52 2.61
H 1.91 -2.58 5.61
H 0.68 -1.36 5.26
H 4.02 -2.01 6.62
H 5.39 -0.46 7.95
H 4.64 1.89 8.26
H 2.49 2.61 7.30
H 0.42 2.10 6.48
H -0.08 0.47 6.05
H 1.34 4.27 4.82
H 1.65 4.16 3.06
H 2.73 3.34 4.18
H -1.31 3.40 5.18
H -2.15 2.02 4.43
H -1.72 3.44 3.45
Se -1.21 -1.35 2.55
Te -3.24 -0.20 2.00
Te -1.97 3.81 -1.53
Se 2.75 1.41 1.03
C -4.99 -0.27 -10.99
O -3.89 -1.04 -10.53
C -3.50 -0.88 -9.24
C -4.12 -0.03 -8.34
C -3.63 0.05 -7.04
C -2.54 -0.70 -6.62
C -1.94 -1.56 -7.55
C -2.41 -1.65 -8.84
C -2.01 -0.63 -5.26
N -1.04 -1.38 -4.80
C -0.84 -0.96 -3.51
C -1.72 0.06 -3.18
N -2.46 0.26 -4.32
C -1.75 0.70 -1.93
C -2.72 1.73 -1.59
C -2.73 2.21 -0.22
C -1.74 1.62 0.70
N -0.72 0.90 0.27
C -0.82 0.30 -0.98
C 0.11 -0.75 -1.29
N 0.99 -1.12 -0.32
C 1.85 -2.07 -0.57
C 1.91 -2.77 -1.78
C 1.03 -2.43 -2.77
C 0.10 -1.40 -2.54
H -5.13 -0.53 -12.03
H -4.78 0.80 -10.91
H -5.90 -0.51 -10.43
H -4.97 0.58 -8.62
H -4.14 0.72 -6.35
H -1.09 -2.15 -7.23
H -1.94 -2.31 -9.56
H -3.14 0.99 -4.48
H -3.67 1.72 -2.12
H -3.67 2.52 0.22
H -1.58 2.14 1.63
H 2.55 -2.30 0.23
H 2.65 -3.55 -1.92
H 1.03 -2.92 -3.73
```